# 1
Computed, not measured: a cluster of 6 separate species, C10H31NO11S2 in total at a distorted geometry, with the ωB97M-V functional and the def2-TZVPD basis.

Computed properties:
frontier orbital gap = 10.35 eV
total charge = 0
HOMO level = -10.36 eV
SMILES string = CCOS(C)(=O)=O.CCOS(C)(=O)=O.C[N+](=O)[O-].CO.CO.CO
2S+1 = 1

Structure (XYZ):
```
55
Properties=species:S:1:pos:R:3:forces:R:3
C 12.60026 12.76317 -0.42393 0.524 1.502 -1.492
O 12.66403 13.28353 -1.82751 -0.077 -1.271 1.190
H 12.49021 13.61873 0.24241 -0.083 -0.169 0.168
H 11.79985 12.04385 -0.25064 -0.049 0.113 -0.399
H 13.57374 12.30980 -0.23712 -0.155 -0.095 0.007
H 12.37041 14.19360 -1.91210 -0.151 -0.090 0.522
C 9.89747 2.46774 4.24572 0.575 0.075 -0.635
O 9.46061 2.96366 5.50633 0.252 -0.192 -0.486
H 9.13608 2.44883 3.46596 -0.619 -0.414 0.406
H 10.67059 3.02168 3.71325 0.348 0.750 0.625
H 10.38273 1.49919 4.36625 -0.559 -0.213 0.236
H 9.58116 3.91501 5.55097 0.000 -0.001 -0.150
C 17.01121 9.56231 -5.82833 -0.751 -0.028 0.429
O 15.75723 9.17861 -5.20271 1.059 0.872 -0.087
H 17.20191 8.71947 -6.49268 0.596 0.538 -0.088
H 16.96568 10.54785 -6.29173 -0.615 -0.224 -0.928
H 17.79753 9.80317 -5.11295 0.249 -1.043 0.410
H 15.59325 9.91694 -4.61145 -0.548 -0.116 0.279
O 25.14179 9.35453 1.02638 0.155 -0.657 0.564
S 26.24199 9.06826 0.17140 2.306 0.598 -2.811
O 27.31896 8.08527 0.38810 -2.475 1.309 0.253
O 25.62761 8.82128 -1.37811 -0.176 -0.509 1.434
C 25.12551 7.47400 -1.55552 0.057 -1.686 0.008
C 25.44018 6.89390 -2.94843 0.495 0.246 1.144
C 27.11223 10.58881 -0.30760 0.725 -0.269 -0.210
H 24.10337 7.23128 -1.26497 -0.508 1.321 -0.100
H 25.65055 6.84012 -0.84094 0.460 -0.068 -0.109
H 25.29088 5.81429 -2.93261 -0.091 -0.047 0.266
H 26.51897 7.04850 -2.96880 0.021 0.048 -1.074
H 24.86158 7.24971 -3.80091 0.314 0.526 0.187
H 27.76460 10.27508 -1.12252 -0.426 -0.057 -0.337
H 27.86422 10.91972 0.40872 -0.529 -0.291 0.703
H 26.50101 11.44302 -0.59887 -0.327 -0.462 0.083
O 7.16924 8.25310 -1.87671 0.198 -1.134 1.488
S 7.45411 6.97456 -1.24072 -0.312 -1.563 -1.404
O 8.19987 6.75305 -0.01761 -0.939 0.930 -1.180
O 6.04646 6.10538 -1.05699 1.617 0.760 -0.296
C 4.72238 6.67100 -1.27510 1.531 1.218 -0.463
C 3.80428 5.92223 -0.40098 -0.861 0.199 0.469
C 8.27059 5.92171 -2.51774 -0.489 -0.223 0.637
H 4.49506 6.67968 -2.34109 -0.090 -0.431 -0.031
H 4.76620 7.72543 -1.00243 -0.018 0.022 0.189
H 4.23828 5.84214 0.59569 0.082 -0.330 -0.110
H 3.50935 4.95873 -0.81664 0.019 0.035 0.252
H 2.94535 6.57918 -0.26404 -0.441 -0.348 -0.114
H 9.35271 6.05102 -2.49796 -0.171 0.381 0.143
H 7.87338 6.07194 -3.52161 -0.099 0.409 0.253
H 8.06191 4.88859 -2.23984 -0.020 0.071 0.171
C 15.34420 6.19194 -0.23218 -0.556 0.466 -0.728
N 16.53445 6.68785 0.45803 -0.278 0.543 1.678
O 16.41433 7.75199 1.12574 1.095 -2.635 -1.537
O 17.49922 5.95043 0.30505 0.068 1.530 0.885
H 14.67071 7.04800 -0.27296 -0.061 -0.326 -0.528
H 14.84226 5.34926 0.24327 0.466 0.156 0.508
H 15.78646 5.82181 -1.15711 -0.737 0.275 -0.290
```
Forces are in eV/Å.



# 2
Computed, not measured: a structure of composition C37H27Cl2IN5O3Pt at a distorted geometry, with the ωB97M-V functional and the def2-TZVPD basis.

Computed properties:
frontier orbital gap = 4.61 eV
total charge = +3
HOMO level = -16.03 eV
2S+1 = 1

Structure (XYZ):
```
76
Properties=species:S:1:pos:R:3:forces:R:3
Pt -0.64398 0.57503 0.42021 -1.009 -0.753 0.568
C 0.27905 -2.98771 -3.76388 0.014 -0.010 0.046
O -0.45925 -3.48271 -2.61615 -0.053 -0.006 -0.046
C -0.51690 -2.47322 -1.74919 0.024 0.004 -0.028
N -0.02619 -1.34778 -2.06546 0.006 -0.002 -0.020
C 0.45733 -1.48083 -3.44659 -0.037 -0.015 -0.107
C 1.86232 -0.96011 -3.63099 -0.019 -0.081 -0.134
C 2.72753 -0.79356 -2.55451 -0.072 -0.039 0.037
C 4.04478 -0.38857 -2.76753 0.106 -0.267 -0.159
C 4.50479 -0.14358 -4.05386 0.027 -0.085 -0.022
C 3.63893 -0.29116 -5.13013 0.119 0.024 0.036
C 2.32258 -0.68980 -4.91745 -0.142 -0.014 0.075
C -1.11849 -2.79298 -0.43752 -0.061 -0.075 0.064
C -1.62399 -4.06575 -0.18544 -0.024 -0.010 0.071
C -2.05235 -4.37965 1.09326 -0.015 -0.050 -0.039
C -1.90737 -3.43765 2.10161 0.012 0.056 -0.014
C -1.40433 -2.19871 1.75288 0.023 0.078 -0.028
N -1.06479 -1.85264 0.50225 0.663 0.464 -0.250
C -1.04933 -1.16166 2.72784 -0.022 -0.105 -0.015
N -0.62097 -0.01886 2.33337 0.030 0.469 -0.115
C -0.25191 0.79744 3.51083 -0.125 -0.036 0.092
C -0.37073 -0.24884 4.64298 0.039 -0.018 -0.068
O -1.05916 -1.38814 4.01177 0.011 -0.061 0.025
C 1.10279 1.44302 3.39012 0.022 -0.054 0.028
C 1.33854 2.64207 4.05454 -0.023 0.051 -0.075
C 2.60173 3.21534 4.03083 -0.013 0.014 -0.002
C 3.63289 2.59232 3.34140 0.008 0.005 0.000
C 3.39950 1.39721 2.67512 -0.005 -0.003 -0.003
C 2.13737 0.82177 2.69838 0.013 -0.023 0.082
H -0.31873 -3.18270 -4.64955 0.033 -0.002 -0.017
H 1.21982 -3.53227 -3.82207 0.010 -0.002 0.029
H -0.20123 -0.89806 -4.09932 -0.054 0.006 0.011
H 2.38627 -1.01887 -1.55078 0.005 -0.021 -0.027
H 4.71884 -0.29711 -1.92475 -0.030 -0.031 -0.038
H 5.53583 0.13957 -4.22044 0.002 0.006 0.000
H 3.99460 -0.12180 -6.13857 -0.002 0.011 -0.005
H 1.66130 -0.82760 -5.76765 0.009 0.000 0.006
H -1.65275 -4.79826 -0.97892 0.002 0.022 -0.020
H -2.45469 -5.35960 1.31121 0.006 -0.002 0.000
H -2.15948 -3.65738 3.12993 0.010 0.024 0.008
H -1.01150 1.57376 3.63034 0.028 -0.004 0.070
H -0.96627 0.07165 5.49089 -0.025 -0.015 -0.009
H 0.59909 -0.61436 4.97397 0.001 0.003 0.004
H 0.53716 3.12729 4.60171 -0.001 -0.006 0.008
H 2.78361 4.14068 4.56059 0.001 -0.001 0.001
H 4.62165 3.03116 3.33861 -0.002 -0.001 -0.003
H 4.20878 0.89966 2.15656 -0.005 0.008 -0.008
H 1.96979 -0.12533 2.19666 0.004 0.003 -0.006
Cl 4.24331 2.48057 -1.75517 0.085 0.480 0.186
C 2.79012 2.22161 -2.51766 -0.123 -0.250 0.054
C 2.62476 2.44115 -3.85531 -0.151 0.105 -0.066
C 1.35354 2.30069 -4.42007 0.226 0.015 0.087
Cl 1.20229 2.62417 -6.05211 -0.045 0.016 0.009
C 0.16330 1.94170 -3.65143 -0.074 0.044 -0.061
C -1.09992 1.86216 -4.23975 0.026 -0.032 0.012
C -2.17225 1.48493 -3.45529 0.028 -0.027 0.028
C -1.94814 1.18291 -2.12487 -0.084 0.163 0.049
N -0.74023 1.27306 -1.54426 -0.076 -0.170 0.045
C 0.29632 1.65587 -2.28841 -0.011 -0.024 -0.190
C 1.63485 1.78518 -1.63353 0.309 0.001 0.197
O 1.80332 1.61353 -0.45671 -0.042 0.100 -0.204
H 3.45478 2.74698 -4.47774 -0.016 0.011 0.023
H -1.23952 2.08483 -5.28880 0.004 0.017 0.002
H -3.17085 1.41212 -3.86272 0.004 -0.003 0.000
H -2.75814 0.87112 -1.48020 -0.006 -0.033 -0.027
I 0.15926 6.35141 1.39616 -0.010 -0.020 0.007
C -1.05543 4.67834 1.52530 -0.022 -0.004 -0.006
C -2.29977 4.71609 2.14249 0.008 0.000 -0.005
C -3.05658 3.55380 2.20294 -0.009 0.011 0.003
C -2.55865 2.38764 1.66196 -0.072 0.065 -0.138
N -1.35426 2.35971 1.06284 0.471 0.076 -0.133
C -0.61618 3.47667 0.99412 0.057 0.043 0.075
H -2.67459 5.63635 2.57109 -0.003 0.001 -0.003
H -4.03152 3.54833 2.67014 0.002 0.004 0.003
H -3.11639 1.46268 1.68708 0.021 -0.014 0.022
H 0.35606 3.39183 0.53156 0.018 -0.037 0.026
```
Forces are in eV/Å.



# 3
Computed, not measured: a cluster of 7 separate species, C13H44N4O6 in total at a distorted geometry, with the ωB97M-V functional and the def2-TZVPD basis.

Computed properties:
frontier orbital gap (alpha / beta) = 9.34 / 6.37 eV
total charge = +1
HOMO level (alpha / beta) = -11.82 / -11.82 eV
2S+1 = 2
⟨S²⟩ = 0.754

Structure (XYZ):
```
67
Properties=species:S:1:pos:R:3:forces:R:3
N -2.91373 -9.33572 23.31472 0.014 -0.338 0.833
H -3.16043 -10.09286 23.93599 -0.272 -0.639 0.067
H -2.97317 -9.50042 22.32002 0.205 -1.075 -1.815
H -1.96313 -9.07481 23.53470 0.616 0.360 0.157
H -3.56354 -8.57435 23.44949 -0.115 1.049 0.648
C -5.14907 -11.70035 24.77097 0.056 0.293 0.460
O -4.24782 -10.79854 25.36317 -0.886 -1.051 -0.939
H -6.05903 -11.16229 24.50533 -0.274 0.478 0.098
H -4.86561 -12.28087 23.89305 0.809 0.266 -0.060
H -5.50829 -12.40970 25.51654 0.059 -0.055 0.467
O -0.10117 -9.07549 23.63405 -0.205 0.059 -0.129
H 0.38160 -8.24980 23.59663 0.179 0.321 -0.067
H 0.46173 -9.65980 24.14195 0.172 -0.209 0.237
O -2.00463 -12.86859 25.55256 -0.522 -0.253 0.805
H -1.47932 -12.88321 24.75252 0.462 0.119 -0.674
H -2.68126 -12.21299 25.38343 -0.083 0.157 0.072
C -7.09266 -6.92809 23.57019 2.341 -0.549 0.663
C -6.09098 -7.83096 24.42077 -1.031 1.436 -1.084
C -4.80631 -7.06470 24.94747 -1.360 -0.115 0.877
O -3.82925 -6.96913 23.94529 -0.046 -0.269 -0.778
C -2.59434 -6.44169 24.32337 1.604 0.809 0.052
N -6.97184 -8.34243 25.43780 0.531 -0.329 1.196
H -7.44681 -6.20641 24.30630 -0.436 0.047 -0.390
H -7.86184 -7.56431 23.13237 -0.080 0.257 0.101
H -6.51287 -6.43009 22.79305 -0.298 0.163 -0.134
H -5.71385 -8.63179 23.78473 0.298 -0.236 -0.391
H -4.44657 -7.63672 25.80273 0.303 -0.198 0.154
H -4.94475 -6.04335 25.30212 -0.810 0.005 0.173
H -2.52628 -5.36914 24.50532 -0.914 0.313 -0.151
H -1.87289 -6.58894 23.51966 -0.252 -0.226 -0.338
H -2.09118 -6.83113 25.20840 -0.593 -0.814 0.349
H -7.91595 -8.52357 25.12804 0.123 0.226 -0.191
H -6.65247 -9.16276 25.93293 0.250 0.036 0.101
C 2.10078 -12.61597 22.61285 0.648 -0.781 -0.058
C 0.72534 -13.15841 22.84443 -1.202 -1.154 -1.402
C 0.72868 -14.56231 23.47849 0.845 1.880 0.158
O 1.57297 -15.35456 22.72344 0.405 -0.150 0.104
C 1.84004 -16.59779 23.34022 -0.173 -0.545 -0.302
N -0.10784 -12.24703 23.61726 -0.176 0.386 -0.372
H 2.15348 -11.66936 22.07503 -0.328 0.280 0.437
H 2.69347 -13.29057 21.99502 -0.003 -0.190 0.208
H 2.53230 -12.59863 23.61365 0.633 0.510 -0.058
H 0.22768 -13.33846 21.89153 -0.187 0.464 -0.299
H -0.24506 -15.04389 23.56796 -0.253 0.416 0.266
H 1.18741 -14.28293 24.42697 -0.120 -0.906 0.947
H 2.87961 -16.68459 23.65622 0.168 0.003 -0.418
H 1.53862 -17.32807 22.58926 0.472 -0.452 0.259
H 1.26854 -16.79338 24.24753 -0.382 0.291 -0.019
H -0.15153 -11.40999 23.05374 -0.459 0.212 -0.263
H 0.39016 -11.91154 24.42939 0.315 -0.377 0.567
C -3.49236 -9.13971 18.34678 -0.353 0.085 -0.727
C -3.90725 -8.94680 19.78867 1.845 -0.473 0.481
C -5.26596 -9.49714 20.24658 1.381 0.475 -0.794
O -5.20854 -10.91344 20.33314 -0.798 0.279 -0.271
C -6.34195 -11.44293 20.99516 -0.404 0.054 1.453
N -2.80365 -9.62193 20.53002 -0.908 -0.233 1.442
H -3.43586 -10.20643 18.12994 -0.313 -0.087 -0.103
H -2.46569 -8.79441 18.22508 -0.071 0.282 -0.027
H -4.10341 -8.64706 17.59046 -0.146 -0.020 0.069
H -3.85048 -7.90580 20.10678 -0.284 0.217 -0.309
H -5.90796 -9.07725 19.47221 -0.864 -0.570 0.049
H -5.50696 -9.00438 21.18849 -0.228 -0.319 0.384
H -7.32697 -11.08178 20.69953 0.161 0.104 -0.853
H -6.31553 -11.16088 22.04770 0.240 0.430 0.416
H -6.38537 -12.52798 21.08943 0.515 -0.042 -0.931
H -1.87375 -9.28023 20.33348 -0.112 0.146 -0.464
H -2.86326 -10.59776 20.27643 0.291 -0.252 0.059
```
Forces are in eV/Å.



# 4
Computed, not measured: a cluster of 2 separate species, H3N2O4 in total at a distorted geometry, with the ωB97M-V functional and the def2-TZVPD basis.

Computed properties:
frontier orbital gap (alpha / beta) = 7.23 / 7.23 eV
total charge = -1
HOMO level (alpha / beta) = -2.68 / -2.68 eV
2S+1 = 1

Structure (XYZ):
```
9
Properties=species:S:1:pos:R:3:forces:R:3
N -0.37016 -0.83961 -0.82057 -0.555 2.547 -1.008
N 1.57466 0.06488 -0.01063 -1.025 1.260 -1.608
O 2.38147 0.13514 0.90918 -0.049 -0.555 -0.035
O -2.04564 0.69690 0.76310 0.974 -0.950 0.682
O 0.69128 -0.98175 0.03982 2.424 0.302 1.471
O 1.40009 0.93928 -0.88624 0.303 -1.417 1.360
H -1.19071 0.23473 0.50389 -1.406 -0.826 -0.283
H -0.67554 -1.76156 -0.89529 -0.459 -2.172 -0.025
H -1.76546 1.51197 0.39675 -0.206 1.810 -0.555
```
Forces are in eV/Å.